P.
C4H7Cl2N3S | the ωB97M-V functional and the def2-TZVPD basis

frontier orbital gap = 0.303 hartree
spin multiplicity = 1
highest occupied orbital energy = -18.1330 eV
total charge = +2
LUMO = -9.88 eV

CARTESIAN COORDINATES (ANGSTROEM)
C1 0.64 -1.16 -1.36
C2 2.29 -0.42 0.22
C3 -0.05 -0.30 0.61
C4 -2.85 0.16 0.74
N1 -0.32 -0.76 -0.58
N2 1.95 -1.11 -0.92
N3 1.31 0.04 1.00
S1 -1.32 -0.08 1.69
Cl1 3.90 -0.04 0.53
Cl2 0.11 2.35 -0.57
H1 0.40 -1.58 -2.38
H2 -3.62 -0.69 1.08
H3 -2.48 0.12 -0.29
H4 -3.35 1.13 1.14
H5 -0.76 3.16 -1.27
H6 2.79 -1.37 -1.50
H7 1.38 0.53 1.87

Atom charges from the Löwdin analysis, given in e for atoms 1 to 8: C -0.01; C -0.63; C -0.67; C -0.28; N 0.09; N 0.16; N 0.13; S 1.09

***

Q.
C4H7Cl2N3S | the ωB97M-V functional and the def2-TZVPD basis

frontier orbital gap = 0.315 hartree
spin multiplicity = 1
highest occupied orbital energy = -18.6839 eV
total charge = +2
LUMO = -10.12 eV

CARTESIAN COORDINATES (ANGSTROEM)
C1 -0.62 -0.92 0.93
C2 -2.53 -0.38 -0.47
C3 0.39 1.22 0.27
C4 3.05 0.58 -0.29
N1 -1.90 -0.18 -1.50
N2 0.41 -0.13 0.44
N3 -1.80 -1.04 0.57
S1 1.91 1.98 -0.25
Cl1 -4.20 -0.28 0.02
Cl2 -0.96 2.23 0.41
H1 -0.20 -1.67 1.61
H2 2.92 -0.02 -1.15
H3 2.90 -0.10 0.51
H4 4.13 0.81 -0.20
H5 -2.39 0.09 -2.31
H6 1.36 -0.48 0.56
H7 -2.49 -1.70 0.83

Atom charges from the Löwdin analysis, given in e for atoms 1 to 8: C 0.00; C -0.81; C -0.89; C -0.31; N 0.22; N 0.06; N 0.14; S 1.09

***

Which one sits at the top of the stability order? P does.

***

P.
C5H16N3 | the ωB97M-V functional and the def2-TZVPD basis

SMILES = NCCCNCC[NH3+]
frontier orbital gap = 0.333 hartree
spin multiplicity = 1
highest occupied orbital energy = -12.3779 eV
total charge = +1
LUMO = -3.31 eV

CARTESIAN COORDINATES (ANGSTROEM)
N1 -1.45 2.14 -1.21
C1 -0.45 1.21 -1.72
C2 -0.88 -0.27 -1.81
C3 -0.19 -1.37 -1.04
N2 -0.23 -0.99 0.40
C4 0.92 -1.45 1.20
C5 1.19 -0.45 2.29
N3 1.11 0.95 1.67
H1 -2.27 2.10 -1.80
H2 -1.80 2.03 -0.27
H3 0.39 1.32 -1.03
H4 -0.16 1.60 -2.69
H5 -0.99 -0.51 -2.87
H6 -1.94 -0.19 -1.55
H7 -0.48 -2.38 -1.34
H8 0.85 -1.28 -1.28
H9 -1.02 -1.49 0.81
H10 1.78 -1.62 0.57
H11 0.68 -2.39 1.70
H12 0.42 -0.41 3.06
H13 2.14 -0.50 2.81
H14 0.63 0.78 0.76
H15 2.05 1.31 1.52
H16 0.45 1.61 2.07

Atom charges from the Löwdin analysis, given in e for atoms 1 to 8: N -0.02; C -0.27; C -0.19; C -0.19; N -0.07; C -0.20; C -0.10; N 0.18

***

Q.
C5H16N3 | the ωB97M-V functional and the def2-TZVPD basis

SMILES = NCCCNCC[NH3+]
frontier orbital gap = 0.289 hartree
spin multiplicity = 1
highest occupied orbital energy = -11.6392 eV
total charge = +1
LUMO = -3.78 eV

CARTESIAN COORDINATES (ANGSTROEM)
N1 -0.79 -3.42 -1.70
C1 -0.62 -2.60 -0.51
C2 -0.84 -1.04 -0.68
C3 0.44 -0.25 -0.63
N2 0.82 -0.02 0.78
C4 1.28 1.32 1.12
C5 0.05 2.20 1.48
N3 -0.25 3.24 0.37
H1 -1.53 -3.08 -2.29
H2 0.07 -3.36 -2.25
H3 0.30 -2.75 0.03
H4 -1.47 -2.84 0.15
H5 -1.46 -0.69 0.14
H6 -1.45 -0.88 -1.56
H7 1.22 -0.68 -1.27
H8 0.21 0.76 -1.06
H9 1.46 -0.73 1.10
H10 1.76 1.72 0.19
H11 2.09 1.52 1.82
H12 -0.85 1.60 1.42
H13 0.27 2.73 2.40
H14 -0.20 4.15 0.84
H15 -1.12 3.06 -0.12
H16 0.49 3.35 -0.33

Atom charges from the Löwdin analysis, given in e for atoms 1 to 8: N 0.00; C -0.27; C -0.19; C -0.23; N -0.07; C -0.20; C -0.07; N 0.19

***

R.
C5H16N3 | the ωB97M-V functional and the def2-TZVPD basis

frontier orbital gap = 0.387 hartree
spin multiplicity = 1
highest occupied orbital energy = -13.9042 eV
total charge = +1
LUMO = -3.38 eV

CARTESIAN COORDINATES (ANGSTROEM)
C1 -0.94 -0.84 0.92
C2 -1.77 0.28 0.26
C3 1.19 0.15 1.54
N1 0.00 -0.44 1.98
N2 1.84 -0.41 0.45
N3 1.84 1.25 2.04
H1 -1.65 -1.56 1.49
H2 -0.31 -1.33 0.06
H3 -2.63 0.64 0.85
H4 -2.14 0.12 -0.74
H5 -0.42 0.02 2.82
H6 1.58 -1.32 -0.01
H7 2.30 0.30 -0.14
H8 1.27 1.95 2.67
H9 2.78 1.52 1.77
H10 -1.49 1.32 0.07
C4 -1.42 -0.65 -2.81
C5 -0.36 0.39 -3.43
H11 -0.93 -0.92 -1.87
H12 -2.40 -0.19 -2.67
H13 -1.39 -1.47 -3.67
H14 0.03 1.03 -2.71
H15 0.51 0.15 -3.99
H16 -1.04 0.90 -4.07

Atom charges from the Löwdin analysis, given in e for atoms 1 to 8: C -0.20; C -0.10; C -0.36; N 0.06; N 0.16; N 0.17; H 0.15; H 0.11

***

S.
C5H16N3 | the ωB97M-V functional and the def2-TZVPD basis

frontier orbital gap = 0.407 hartree
spin multiplicity = 1
highest occupied orbital energy = -14.1683 eV
total charge = +1
LUMO = -3.09 eV

CARTESIAN COORDINATES (ANGSTROEM)
C1 2.30 1.75 0.14
C2 0.87 1.00 -1.67
N1 2.11 1.24 -1.20
N2 -0.15 1.03 -0.82
N3 0.73 0.64 -2.97
H1 2.81 1.26 -1.93
H2 0.04 0.64 0.09
H3 -1.07 0.87 -1.22
H4 1.53 0.83 -3.55
H5 -0.21 0.79 -3.29
H6 3.35 2.04 0.17
H7 2.07 0.96 0.85
H8 1.85 2.73 0.35
C3 -1.60 -1.54 1.88
C4 -2.64 -1.03 0.84
C5 -0.16 -1.76 1.47
H9 -1.97 -2.52 2.19
H10 -1.71 -0.86 2.74
H11 -3.33 -1.83 0.56
H12 -3.29 -0.27 1.25
H13 0.49 -1.90 2.34
H14 0.31 -0.79 1.20
H15 -2.15 -0.76 -0.10
H16 -0.17 -2.51 0.69

Atom charges from the Löwdin analysis, given in e for atoms 1 to 8: C -0.04; C -0.42; N 0.04; N 0.22; N 0.21; H 0.16; H 0.08; H 0.13

***

Which one sits at the top of the stability order? S does.

***

P.
C5H9BO | the ωB97M-V functional and the def2-TZVPD basis

frontier orbital gap = 0.315 hartree
spin multiplicity = 1
highest occupied orbital energy = -8.3545 eV
LUMO = 0.20 eV

CARTESIAN COORDINATES (ANGSTROEM)
B1 -2.81 -0.27 -0.60
C1 -0.01 1.16 0.58
C2 0.85 1.44 -0.59
C3 0.18 -0.31 1.04
C4 1.55 0.17 -0.88
C5 0.84 -0.99 -0.16
O1 -3.49 -0.01 0.34
H1 -2.19 -0.51 -1.53
H2 -1.03 1.35 0.25
H3 0.85 -0.34 1.91
H4 -0.76 -0.77 1.32
H5 1.75 0.01 -1.94
H6 2.52 0.37 -0.41
H7 1.51 -1.79 0.12
H8 0.07 -1.40 -0.82
H9 0.18 1.89 1.37

Atom charges from the Löwdin analysis, given in e for atoms 1 to 8: B -0.15; C -0.25; C 0.06; C -0.20; C -0.24; C -0.20; O 0.10; H 0.05

***

Q.
C5H9BO | the ωB97M-V functional and the def2-TZVPD basis

SMILES = OBC1=CCCC1
frontier orbital gap = 0.343 hartree
spin multiplicity = 1
highest occupied orbital energy = -8.8406 eV
LUMO = 0.50 eV

CARTESIAN COORDINATES (ANGSTROEM)
O1 -3.34 -0.29 -0.24
B1 -2.44 0.63 0.14
C1 -0.68 0.25 0.03
C2 0.23 1.20 0.02
C3 1.64 0.70 -0.08
C4 1.43 -0.78 0.37
C5 0.02 -1.03 -0.27
H1 -4.29 -0.14 -0.12
H2 -2.54 1.77 0.55
H3 -0.02 2.15 0.30
H4 2.04 0.73 -1.10
H5 2.22 1.36 0.52
H6 2.32 -1.27 -0.05
H7 1.28 -0.89 1.44
H8 -0.46 -1.98 0.15
H9 0.22 -1.07 -1.35

Atom charges from the Löwdin analysis, given in e for atoms 1 to 8: O 0.11; B -0.17; C -0.17; C -0.12; C -0.18; C -0.17; C -0.19; H 0.11

***

Which one sits at the top of the stability order? Q does.

***

P.
C2HF2N | the ωB97M-V functional and the def2-TZVPD basis

frontier orbital gap (spin up / spin down) = 0.370 / 0.337 hartree
spin multiplicity = 1
highest occupied orbital energy (spin up / spin down) = -11.1355 / -9.3115 eV
LUMO (spin up / spin down) = -1.07 / -0.14 eV

CARTESIAN COORDINATES (ANGSTROEM)
C1 2.25 -1.13 0.09
C2 2.38 0.29 0.03
N1 2.04 -2.26 0.00
F1 2.25 1.08 1.06
F2 2.56 0.94 -1.12
H1 -0.21 -0.71 1.24

For each atom in turn, the Löwdin charge in e is: C -0.19; C -0.34; N 0.17; F 0.14; F 0.13; H 0.10

***

Q.
C2HF2N | the ωB97M-V functional and the def2-TZVPD basis

frontier orbital gap = 0.425 hartree
spin multiplicity = 1
highest occupied orbital energy = -11.2156 eV
LUMO = 0.36 eV

CARTESIAN COORDINATES (ANGSTROEM)
C1 -1.59 0.14 -0.26
C2 2.13 -0.26 0.21
N1 -1.23 0.95 0.43
F1 1.11 -0.95 -0.13
F2 1.58 0.88 0.51
H1 -2.00 -0.75 -0.76

For each atom in turn, the Löwdin charge in e is: C -0.10; C -0.11; N 0.06; F 0.04; F 0.03; H 0.07

***

Which one sits at the top of the stability order? Q does.

***

P.
C2H3Cl3NO | the ωB97M-V functional and the def2-TZVPD basis

frontier orbital gap (spin up / spin down) = 0.244 / 0.244 hartree
spin multiplicity = 1
highest occupied orbital energy (spin up / spin down) = -3.1251 / -3.1258 eV
total charge = -1
LUMO (spin up / spin down) = 3.53 / 3.53 eV

CARTESIAN COORDINATES (ANGSTROEM)
C1 -0.61 -0.36 -0.82
C2 0.84 -0.32 1.13
N1 -0.79 0.86 -1.26
O1 -0.33 1.40 -2.33
Cl1 1.29 -2.11 1.43
Cl2 2.35 0.70 1.17
Cl3 -0.11 0.09 2.66
H1 -1.20 -0.66 0.12
H2 -0.06 -0.99 -1.43
H3 -1.38 1.39 -0.68

Atom charges from the Löwdin analysis, given in e for atoms 1 to 8: C -0.04; C -1.51; N -0.26; O -0.22; Cl 0.23; Cl 0.29; Cl 0.25; H 0.08

***

Q.
C2H3Cl3NO | the ωB97M-V functional and the def2-TZVPD basis

frontier orbital gap (spin up / spin down) = 0.220 / 0.304 hartree
spin multiplicity = 1
highest occupied orbital energy (spin up / spin down) = -2.5233 / -4.8275 eV
total charge = -1
LUMO (spin up / spin down) = 3.47 / 3.44 eV

CARTESIAN COORDINATES (ANGSTROEM)
C1 0.18 0.30 -0.03
C2 0.33 0.89 1.36
N1 -0.93 -0.78 0.06
O1 -2.17 -0.30 -0.27
Cl1 1.88 2.66 1.01
Cl2 -0.99 1.63 2.02
Cl3 1.21 -0.14 2.52
H1 1.13 -0.33 -0.44
H2 -0.13 1.16 -0.70
H3 -1.09 -1.40 0.91

Atom charges from the Löwdin analysis, given in e for atoms 1 to 8: C -0.32; C -1.48; N -0.17; O -0.22; Cl -0.24; Cl 0.61; Cl 0.45; H 0.14

***

Which one sits at the top of the stability order? Q does.

***

P.
C4H4 | the ωB97M-V functional and the def2-TZVPD basis

frontier orbital gap (spin up / spin down) = 0.272 / 0.280 hartree
spin multiplicity = 1
highest occupied orbital energy (spin up / spin down) = -9.9502 / -9.7145 eV
LUMO (spin up / spin down) = -2.55 / -2.11 eV

CARTESIAN COORDINATES (ANGSTROEM)
C1 -4.00 -0.29 0.00
C2 -3.38 0.43 -0.68
C3 -1.05 0.51 0.45
C4 0.07 -0.18 -0.21
H1 -1.52 -0.22 1.12
H2 0.80 -0.60 0.65
H3 0.55 0.44 -1.00
H4 -0.47 -1.08 -0.63

For each atom in turn, the Löwdin charge in e is: C -0.13; C -0.21; C 0.16; C -0.18; H 0.03; H 0.14; H 0.08; H 0.11

***

Q.
C4H4 | the ωB97M-V functional and the def2-TZVPD basis

frontier orbital gap (spin up / spin down) = 0.262 / 0.362 hartree
spin multiplicity = 1
highest occupied orbital energy (spin up / spin down) = -7.6213 / -9.7863 eV
LUMO (spin up / spin down) = -0.48 / 0.06 eV

CARTESIAN COORDINATES (ANGSTROEM)
C1 0.93 0.23 -0.97
C2 -0.07 -0.61 -0.79
C3 -0.96 0.07 0.16
C4 0.33 0.78 0.17
H1 1.76 0.28 -1.62
H2 -1.90 0.27 -0.29
H3 -1.02 -0.37 1.17
H4 0.92 -0.66 2.17

For each atom in turn, the Löwdin charge in e is: C -0.10; C -0.03; C -0.20; C -0.03; H 0.09; H 0.10; H 0.06; H 0.10

***

Which one sits at the top of the stability order? Q does.

***

P.
C26H19ClF5N3O2 | the ωB97M-V functional and the def2-TZVPD basis

SMILES = Cc1nn(Cc2c(F)c(F)c(F)c(F)c2F)c(C)c1NC(=O)c1cccc(COc2ccccc2Cl)c1
frontier orbital gap = 0.279 hartree
spin multiplicity = 1
highest occupied orbital energy = -7.9243 eV
LUMO = -0.32 eV

CARTESIAN COORDINATES (ANGSTROEM)
C1 -1.20 1.75 -2.23
C2 -1.10 1.12 -0.99
N1 0.14 0.70 -0.65
N2 -0.03 0.29 0.67
C3 1.38 -0.20 1.45
C4 2.06 0.91 1.74
C5 1.55 2.16 2.20
F1 0.36 2.24 2.81
C6 2.64 3.39 2.26
F2 1.92 4.40 3.00
C7 3.79 3.35 1.93
F3 4.64 4.34 1.76
C8 4.34 2.15 1.28
F4 5.67 2.04 0.75
C9 3.63 0.88 1.27
F5 3.90 -0.12 0.46
C10 -1.41 0.51 1.09
C11 -1.65 -0.30 2.28
C12 -1.94 0.96 0.15
N3 -3.28 1.24 0.22
C13 -4.34 0.51 0.21
O1 -5.42 0.94 0.47
C14 -4.10 -1.03 0.25
C15 -4.55 -1.79 1.15
C16 -4.27 -3.34 1.09
C17 -3.80 -3.62 0.05
C18 -3.08 -2.85 -1.08
C19 -2.58 -3.54 -2.38
O2 -1.48 -2.71 -2.69
C20 -0.34 -2.46 -2.18
C21 0.16 -3.30 -0.87
C22 1.35 -3.22 -0.48
C23 2.35 -2.47 -0.98
C24 1.95 -1.57 -2.51
C25 0.56 -1.80 -2.79
Cl1 0.08 -0.81 -4.07
C26 -3.22 -1.64 -0.96
H1 -0.32 1.82 -2.70
H2 -2.00 1.15 -2.77
H3 -1.51 2.63 -2.08
H4 0.86 -0.51 2.33
H5 1.57 -1.00 0.72
H6 -1.21 0.37 3.08
H7 -2.71 -0.03 2.70
H8 -1.66 -1.26 2.44
H9 -3.55 2.27 -0.03
H10 -5.00 -1.51 2.20
H11 -4.79 -3.90 2.02
H12 -3.49 -4.85 0.04
H13 -3.31 -3.42 -3.09
H14 -2.14 -4.53 -2.08
H15 -0.70 -3.83 -0.55
H16 1.48 -3.72 0.51
H17 3.30 -2.32 -0.58
H18 2.68 -1.11 -2.87
H19 -3.10 -0.83 -1.58

Atom charges from the Löwdin analysis, given in e for atoms 1 to 8: C -0.05; C -0.26; N 0.18; N -0.01; C -0.03; C -0.09; C -0.04; F 0.11

***

Q.
C26H19ClF5N3O2 | the ωB97M-V functional and the def2-TZVPD basis

SMILES = Cc1nn(Cc2c(F)c(F)c(F)c(F)c2F)c(C)c1NC(=O)c1cccc(COc2ccc(Cl)cc2)c1
frontier orbital gap = 0.326 hartree
spin multiplicity = 1
highest occupied orbital energy = -8.5153 eV
LUMO = 0.36 eV

CARTESIAN COORDINATES (ANGSTROEM)
C1 -2.66 -1.73 -1.65
C2 -2.80 -0.57 -0.73
N1 -3.94 0.08 -0.56
N2 -3.70 1.05 0.32
C3 -4.77 1.94 0.69
C4 -6.08 1.28 0.37
C5 -6.84 1.64 -0.73
F1 -6.44 2.66 -1.50
C6 -8.02 0.97 -1.05
F2 -8.74 1.35 -2.12
C7 -8.45 -0.09 -0.26
F3 -9.58 -0.73 -0.56
C8 -7.71 -0.47 0.85
F4 -8.12 -1.48 1.62
C9 -6.53 0.22 1.15
F5 -5.83 -0.15 2.23
C10 -2.41 1.07 0.74
C11 -1.90 2.10 1.68
C12 -1.80 0.02 0.08
N3 -0.47 -0.42 0.10
C13 0.38 -0.45 1.16
O1 0.10 -0.04 2.27
C14 1.71 -1.06 0.85
C15 2.36 -1.77 1.85
C16 3.59 -2.34 1.62
C17 4.21 -2.18 0.39
C18 3.59 -1.43 -0.61
C19 4.27 -1.23 -1.95
O2 5.68 -1.29 -1.89
C20 6.35 -0.32 -1.21
C21 5.76 0.74 -0.53
C22 6.56 1.66 0.13
C23 7.93 1.54 0.11
Cl1 8.91 2.70 0.94
C24 8.53 0.48 -0.56
C25 7.75 -0.44 -1.22
C26 2.34 -0.88 -0.38
H1 -2.29 -2.60 -1.11
H2 -3.63 -1.96 -2.08
H3 -1.97 -1.50 -2.45
H4 -4.69 2.89 0.14
H5 -4.71 2.15 1.76
H6 -1.63 3.01 1.15
H7 -2.64 2.34 2.43
H8 -1.01 1.71 2.18
H9 -0.20 -0.95 -0.72
H10 1.87 -1.87 2.81
H11 4.09 -2.90 2.39
H12 5.18 -2.61 0.20
H13 3.95 -0.28 -2.40
H14 4.00 -2.05 -2.63
H15 4.69 0.85 -0.49
H16 6.09 2.48 0.66
H17 9.61 0.39 -0.57
H18 8.19 -1.26 -1.75
H19 1.87 -0.28 -1.15

Atom charges from the Löwdin analysis, given in e for atoms 1 to 8: C -0.03; C -0.28; N 0.14; N -0.10; C -0.04; C -0.08; C -0.16; F 0.11

***

Which one sits at the top of the stability order? Q does.